A structure of composition C26H30F18N13O12S6Zn in a non-equilibrium geometry. Source: the OMol25 dataset; level of theory: ωB97M-V/def2-TZVPD.

Charge: -1
Total energy, Ha: -8589.563645
Orbital gap, eV: 10.7

```
106
Properties=species:S:1:pos:R:3:mulliken_charge:R:1
Zn 1.1677 0.7818 2.0009 3.66
C -0.2355 1.9285 -1.3555 0.08
F -1.5171 1.8164 -1.6309 -0.09
F 0.4126 2.4508 -2.4058 -0.17
F -0.0412 2.6989 -0.2959 -0.09
S 0.3726 0.1689 -1.1778 -0.28
O -0.5862 -0.5503 -1.9391 0.21
O 1.7314 0.1462 -1.6285 -0.56
N 0.2173 -0.0291 0.4464 -0.30
S -0.5829 -1.3793 0.8614 -0.60
O -0.4232 -1.4299 2.2874 -0.50
O -1.8787 -1.5201 0.3190 0.14
C 0.4255 -2.8026 0.1872 0.42
F -0.0044 -3.1767 -1.0058 -0.16
F 1.7111 -2.4362 0.0750 -0.04
F 0.3350 -3.8050 1.0285 0.08
C 2.0130 -2.7546 4.1256 0.75
F 2.8157 -3.3803 4.9686 -0.24
F 2.3124 -3.1076 2.8747 -0.13
F 0.7750 -3.1345 4.3921 -0.21
S 2.2251 -0.9047 4.4206 0.64
O 0.9321 -0.4146 4.7672 -0.45
O 3.2686 -0.7855 5.3473 -0.58
N 2.5615 -0.2500 2.9122 -0.40
S 4.0626 -0.5922 2.3903 0.17
O 4.6806 -1.7142 3.0082 -0.54
O 4.0376 -0.5091 0.9605 -0.47
C 5.1287 0.8304 2.9595 0.60
F 6.3895 0.5279 2.6190 -0.24
F 4.8122 1.9749 2.3461 -0.20
F 5.0542 0.9950 4.2657 -0.19
C 1.4291 4.5726 3.0895 0.72
F 2.5697 4.3996 2.4211 -0.20
F 1.6030 5.5807 3.9232 -0.23
F 0.4545 4.8652 2.2371 -0.23
S 0.9820 3.0427 4.0880 0.39
O 2.1929 2.3212 4.3079 -0.47
O 0.2814 3.5764 5.2014 -0.51
N 0.0398 2.1148 3.0145 -0.75
S -1.5429 2.2985 3.3027 0.25
O -1.9299 3.6348 3.6198 -0.52
O -2.3007 1.6461 2.2628 -0.30
C -1.9194 1.2135 4.7592 0.68
F -1.1226 1.4245 5.8051 -0.20
F -3.1653 1.4848 5.1264 -0.23
F -1.8141 -0.0437 4.3673 -0.13
C 4.2792 2.8334 -0.8064 -1.58
C 3.2165 2.3922 0.0828 0.52
N 2.3790 2.0210 0.7528 0.04
H 4.9356 3.5015 -0.2562 0.40
H 3.8536 3.2648 -1.7074 0.35
H 4.8196 1.9270 -1.0899 0.36
C 1.1101 3.4173 -5.7484 -0.21
C 0.3646 3.2559 -6.9894 0.19
N -0.2594 3.1167 -7.9309 -0.39
H 0.7776 2.5772 -5.1235 -0.06
H 0.7888 4.3031 -5.2020 0.16
H 2.1884 3.3667 -5.8294 0.33
C -1.3574 -2.3220 -4.3281 -0.33
C -2.5520 -2.0330 -3.5327 0.43
N -3.4682 -1.7977 -2.8903 -0.54
H -1.7371 -3.0497 -5.0536 0.40
H -0.6567 -2.8769 -3.7014 -0.05
H -0.8420 -1.4477 -4.6976 0.17
C 2.9199 -2.1359 -3.1562 -0.34
C 2.0463 -1.3953 -4.0685 0.47
N 1.3934 -0.7860 -4.7803 -0.55
H 2.7149 -1.7750 -2.1491 -0.20
H 3.9397 -1.8961 -3.4557 0.38
H 2.7571 -3.2073 -3.2180 0.33
C -4.1246 0.9946 -0.2988 0.18
C -4.6892 2.2951 -0.6528 0.00
N -5.1341 3.2948 -0.9558 -0.54
H -4.2471 0.3359 -1.1659 0.18
H -4.7157 0.5456 0.4958 0.51
H -3.0731 1.0753 -0.0669 -0.35
C -0.6153 -5.7631 3.4670 0.15
C 0.3326 -6.1924 4.4803 0.16
N 1.0731 -6.5687 5.2710 -0.47
H -1.6542 -5.9723 3.6956 0.42
H -0.3815 -6.2535 2.5214 -0.06
H -0.4801 -4.7030 3.2713 -0.19
C -4.5337 -3.1223 0.0538 -0.52
C -3.4895 -3.9231 0.6710 0.48
N -2.6539 -4.5417 1.1473 -0.37
H -4.8028 -3.6036 -0.8857 0.31
H -4.2340 -2.0964 -0.1240 -0.18
H -5.4090 -3.0946 0.7059 0.37
C -3.4868 2.0647 -4.2955 0.08
C -4.1651 3.1250 -5.0515 -0.01
N -4.6735 3.9579 -5.6457 -0.40
H -2.6688 2.4207 -3.6873 -0.16
H -3.1844 1.3201 -5.0292 0.33
H -4.2955 1.6626 -3.6812 0.15
C -0.6677 -6.4658 -0.3266 -0.21
C -0.5228 -5.9899 -1.6923 0.32
N -0.4175 -5.6066 -2.7705 -0.51
H -1.7047 -6.4978 -0.0063 0.29
H -0.1531 -5.7802 0.3512 -0.31
H -0.1549 -7.4196 -0.2060 0.45
C -0.5404 5.9638 -1.3528 -0.18
C -0.3184 6.8202 -2.5004 0.11
N -0.1540 7.5039 -3.4075 -0.41
H -0.9668 5.0095 -1.6461 -0.05
H -1.0716 6.4489 -0.5394 0.41
H 0.4365 5.7269 -0.9139 0.13
```

***

An isolated molecule of C26H30N4O4S. Source: the OMol25 dataset; level of theory: ωB97M-V/def2-TZVPD.

Total energy, Ha: -1926.946284
Orbital gap, eV: 7.9

```
65
Properties=species:S:1:pos:R:3:mulliken_charge:R:1
C 6.3449 0.4291 -4.5985 -1.49
C 6.0751 -0.4027 -3.3805 0.63
C 7.1170 -1.0691 -2.7437 -0.49
C 6.8688 -1.8454 -1.6274 -0.82
C 5.5881 -1.9715 -1.1210 -0.41
C 4.5408 -1.2944 -1.7348 0.61
N 3.2146 -1.4177 -1.3167 0.19
C 2.7359 -1.5863 -0.0515 0.39
S 3.6720 -1.4189 1.3021 -0.39
N 1.4242 -1.9370 0.0306 0.51
C 0.6813 -2.4494 -1.0947 -1.58
C -0.1571 -1.4187 -1.8676 -1.17
N -1.3754 -1.0109 -1.1883 0.84
C -2.3877 -2.0539 -1.1528 -0.65
C -3.6176 -1.5419 -0.4038 -0.52
O -4.1618 -0.4046 -1.0283 -0.48
C -3.1986 0.6202 -1.0855 0.06
C -1.9409 0.1690 -1.8265 -1.00
C 0.7320 -1.7923 1.2834 -2.44
C -0.0989 -0.5453 1.4137 1.53
C -1.1526 -0.5256 2.2641 -0.69
C -1.9187 0.6494 2.5125 1.46
C -3.0406 0.6753 3.3443 -0.56
C -3.7451 1.8437 3.5473 0.08
C -3.3115 3.0367 2.9363 0.25
C -2.2145 3.0214 2.0925 -0.76
C -1.5223 1.8364 1.8655 -0.68
N -0.4535 1.7829 1.0138 0.18
C 0.2863 0.6643 0.6914 -0.03
O 1.1628 0.7661 -0.1518 -0.71
O -3.9441 4.2284 3.1461 -0.47
C -4.8439 4.2125 4.2346 -0.46
C -5.6873 2.9402 4.2013 -0.47
O -4.8599 1.8073 4.3450 -0.48
C 4.7951 -0.5253 -2.8692 -0.60
H 5.4319 0.8875 -4.9702 0.34
H 7.0600 1.2173 -4.3669 0.33
H 6.7731 -0.1857 -5.3896 0.33
H 8.1217 -0.9789 -3.1302 0.42
H 7.6812 -2.3671 -1.1437 0.37
H 5.4041 -2.5844 -0.2551 0.48
H 2.5463 -1.0324 -1.9707 -0.04
H 1.3883 -2.9095 -1.7917 0.47
H 0.0298 -3.2434 -0.7174 0.42
H -0.3831 -1.8388 -2.8660 0.43
H 0.4413 -0.5148 -2.0012 0.70
H -1.9995 -2.9286 -0.6301 0.33
H -2.6852 -2.3553 -2.1741 0.32
H -4.4060 -2.2967 -0.4003 0.42
H -3.3322 -1.2984 0.6304 0.12
H -3.6685 1.4549 -1.6090 0.40
H -2.9321 0.9316 -0.0658 -0.16
H -1.1998 0.9703 -1.8040 0.43
H -2.2035 -0.0399 -2.8798 0.37
H 1.5136 -1.7653 2.0588 0.52
H 0.1046 -2.6718 1.4596 0.39
H -1.4326 -1.4280 2.7908 0.48
H -3.3771 -0.2238 3.8350 0.51
H -1.9115 3.9432 1.6219 0.44
H -0.1704 2.6363 0.5464 0.23
H -5.4632 5.1049 4.1356 0.34
H -4.2854 4.2529 5.1795 0.29
H -6.3966 2.9122 5.0293 0.35
H -6.2301 2.8896 3.2472 0.29
H 3.9738 -0.0100 -3.3505 0.30
```

***

An isolated molecule of C26H30N6O2S in a non-equilibrium geometry. Source: the OMol25 dataset; level of theory: ωB97M-V/def2-TZVPD.

Total energy, Ha: -1886.014046
Orbital gap, eV: 9.4

```
65
Properties=species:S:1:pos:R:3:mulliken_charge:R:1
C -1.9027 1.8746 4.4929 -1.91
C -1.8229 1.6565 2.9740 2.14
C -1.5469 2.9946 2.2752 -1.51
C -3.1799 1.1326 2.4984 -1.96
C -0.6843 0.6939 2.6799 0.51
C -0.8649 -0.5072 2.0053 0.04
C 0.1936 -1.3744 1.7907 -0.87
C 1.4646 -1.0734 2.2508 0.43
C 2.6247 -2.0084 2.0309 -1.19
N 3.6895 -1.3299 1.3392 0.80
N 4.9832 -1.4639 1.6682 -1.02
N 5.7090 -0.7453 0.9138 -0.54
C 4.9123 -0.0868 0.0375 0.62
C 5.1665 0.8556 -1.0207 -0.25
O 6.1944 1.3181 -1.4446 -0.64
N 3.9319 1.2493 -1.6024 -0.19
C 2.6898 0.8261 -1.2523 -0.40
C 1.5109 1.3555 -2.0173 0.68
C 0.4201 1.8474 -1.0456 -0.42
C -0.9672 1.5501 -1.5959 -1.27
N -1.1607 0.1160 -1.6911 0.55
C -2.2989 -0.4165 -1.2014 0.46
O -3.1916 0.2728 -0.7419 -0.75
C -2.4301 -1.9342 -1.2749 -0.18
C -2.5390 -2.4181 -2.6829 -0.04
C -2.0256 -3.5561 -3.2262 -0.52
C -2.3454 -3.7111 -4.5944 -0.45
C -3.0942 -2.6865 -5.0709 -0.54
S -3.4320 -1.5101 -3.8605 -0.11
C -0.0083 -0.6554 -2.1145 -0.10
C 0.9453 0.2295 -2.9066 -1.73
N 2.4727 -0.0348 -0.3111 0.03
C 3.5899 -0.4652 0.3133 0.59
C 1.6597 0.1332 2.9106 -1.00
C 0.6046 0.9991 3.1142 -0.51
H -1.0000 2.3389 4.8802 0.35
H -2.7446 2.5207 4.7313 0.49
H -2.0438 0.9238 5.0027 0.40
H -2.3309 3.7083 2.5179 0.52
H -1.5306 2.8570 1.1969 0.10
H -0.5934 3.4163 2.5828 0.31
H -3.2013 0.9803 1.4222 0.36
H -3.9517 1.8585 2.7448 0.46
H -3.4301 0.1979 2.9954 0.40
H -1.8388 -0.7820 1.6365 0.63
H 0.0218 -2.3073 1.2712 0.33
H 2.3087 -2.8778 1.4438 0.30
H 3.0441 -2.3587 2.9788 0.46
H 4.0297 1.9249 -2.3522 0.29
H 1.8430 2.1761 -2.6601 0.81
H 0.5336 1.3287 -0.0922 -0.27
H 0.5275 2.9175 -0.8690 0.53
H -1.1052 2.0160 -2.5785 0.20
H -1.7442 1.9328 -0.9307 0.67
H -1.5837 -2.4164 -0.7822 -0.03
H -3.3430 -2.1894 -0.7273 0.46
H -1.4394 -4.2653 -2.6684 0.45
H -2.0290 -4.5489 -5.1892 0.40
H -3.4760 -2.5435 -6.0618 0.46
H -0.3327 -1.4885 -2.7426 0.48
H 0.5248 -1.0493 -1.2393 0.02
H 1.7594 -0.3819 -3.2992 0.51
H 0.4166 0.6640 -3.7554 0.39
H 2.6451 0.3933 3.2716 0.45
H 0.7958 1.9265 3.6323 0.36
```

***

A structure of composition C26H31BF6O2S2 in a non-equilibrium geometry. Source: the OMol25 dataset; level of theory: ωB97M-V/def2-TZVPD.

Total energy, Ha: -2580.217303
Orbital gap, eV: 4.5

```
68
Properties=species:S:1:pos:R:3:mulliken_charge:R:1
C -1.5369 5.2533 0.1649 -1.88
C -2.0012 3.8332 0.3103 1.15
C -2.7561 3.6837 1.6428 -1.70
C -2.7856 3.1811 -0.9463 1.97
C -4.3004 3.1757 -0.8161 -1.87
C -2.4005 3.8507 -2.2444 -1.76
O -2.3342 1.8082 -0.9893 -0.66
B -1.5039 1.8191 0.1224 1.06
C -1.4929 0.7560 1.2134 -0.23
C -0.7107 0.9812 2.3591 -0.33
C -0.8987 0.1909 3.4743 -0.14
C -0.0536 0.4256 4.6879 0.70
F -0.7927 0.6422 5.8199 -0.27
F 0.7504 -0.6602 4.9178 -0.27
F 0.7734 1.5041 4.5282 -0.27
C -1.8478 -0.8254 3.4859 -0.93
C -2.5920 -1.0425 2.3394 -0.11
C -3.6377 -2.1125 2.3128 0.81
F -3.6591 -2.7247 1.0865 -0.26
F -3.4023 -3.0795 3.2466 -0.28
F -4.9000 -1.6152 2.5341 -0.26
C -2.4306 -0.2737 1.2037 -0.66
C 0.5717 0.6378 -1.4716 -1.61
C 0.6644 -0.4171 -0.4631 -0.56
C 1.2856 1.8498 -1.4095 1.99
C 1.2476 2.7187 -2.5473 -0.64
C 1.9777 3.9036 -2.5738 -0.64
C 2.6506 4.3304 -1.4232 -0.48
C 2.6999 3.5066 -0.2900 -0.69
C 2.0156 2.3004 -0.2612 -0.25
O -0.8328 3.0093 0.3994 -0.55
H -2.4102 5.9069 0.0393 0.37
H -1.0266 5.5352 1.0943 0.48
H -0.8401 5.3744 -0.6721 0.32
H -3.5082 4.4738 1.7067 0.45
H -3.2268 2.6955 1.7684 0.16
H -2.0389 3.8004 2.4710 0.41
H -4.6606 4.2127 -0.7619 0.37
H -4.7381 2.6955 -1.7034 0.46
H -4.6429 2.6316 0.0757 0.30
H -2.8087 4.8731 -2.2558 0.33
H -1.3086 3.8732 -2.3800 0.17
H -2.8407 3.2851 -3.0759 0.51
H 0.0025 1.7989 2.3823 0.91
H -2.0083 -1.4389 4.3556 0.56
H -3.0446 -0.4428 0.3235 0.61
H -0.3312 0.6441 -2.1100 0.47
H -0.2112 -1.0867 -0.4994 0.14
H 1.5900 -0.9578 -0.7125 0.18
H 0.7435 -0.0714 0.5801 0.14
H 0.7174 2.3132 -3.4147 0.52
H 2.0009 4.4708 -3.5093 0.41
H 3.2266 5.2619 -1.4657 0.41
H 3.2829 3.8235 0.5835 0.41
H 2.0711 1.6483 0.6218 0.34
C 4.6266 -2.6039 -4.1269 -0.52
C 3.4842 -2.2281 -5.0557 -0.66
S 2.7252 -0.5873 -4.6558 -0.13
C 2.2605 -0.8304 -3.0655 -0.33
S 3.4438 -1.2570 -1.9373 -0.16
C 4.1570 -2.7979 -2.6884 -0.67
H 5.0652 -3.5448 -4.4785 0.34
H 5.3963 -1.8237 -4.1518 0.25
H 3.8617 -2.1088 -6.0779 0.34
H 2.6804 -2.9779 -5.0511 0.36
H 1.1915 -0.7721 -2.8455 0.63
H 3.4452 -3.6291 -2.5990 0.38
H 5.0247 -2.9999 -2.0528 0.34
```

***

A structure of composition C26H31BrCdN4O7PS. Source: the OMol25 dataset; level of theory: ωB97M-V/def2-TZVPD.

Charge: -1
Total energy, Ha: -5236.584556
Orbital gap, eV: 6.5

```
72
Properties=species:S:1:pos:R:3:mulliken_charge:R:1
Cd 0.5624 -0.1601 -0.5465 3.28
N 0.9501 -0.2770 3.0167 -0.41
C 2.3412 -0.5551 2.6605 -0.28
C 2.5960 -1.6277 1.5898 0.42
O 3.1419 -2.6776 1.9756 -0.79
N 2.1984 -1.3412 0.3581 -0.35
C 2.4490 -2.3806 -0.6399 -0.71
C 1.2237 -2.8505 -1.4563 0.52
O 1.2378 -4.0035 -1.8693 -0.77
O 0.2878 -2.0095 -1.6717 -0.86
H 0.4478 0.0711 2.1987 -0.12
H 0.4997 -1.1450 3.2910 0.37
H 2.8641 -0.8963 3.5562 0.37
H 2.8049 0.3881 2.3471 -0.22
H 2.9011 -3.2617 -0.1719 0.39
H 3.1625 -1.9949 -1.3801 0.27
Br -4.3851 5.5133 -1.1321 -0.16
C -3.6361 3.8562 -0.5828 0.03
C -3.3189 3.6673 0.7515 -0.79
C -2.7484 2.4663 1.1429 0.00
C -2.4931 1.4751 0.2030 0.08
C -2.7972 1.6859 -1.1362 -0.70
C -3.3908 2.8734 -1.5289 -0.29
N -1.8639 0.2637 0.5611 -0.01
C -2.4288 -0.4155 1.4744 -0.56
C -1.9334 -1.7102 1.9837 0.31
C -2.5072 -2.2587 3.1241 -0.78
C -2.0322 -3.4851 3.5667 -0.42
C -1.0319 -4.1065 2.8449 -0.81
C -0.5287 -3.4793 1.7065 -0.01
N -0.9630 -2.2988 1.2923 0.09
H -3.4986 4.4513 1.4731 0.43
H -2.4542 2.3179 2.1731 0.46
H -2.5397 0.9305 -1.8654 0.41
H -3.6254 3.0439 -2.5694 0.35
H -3.3658 -0.0630 1.9249 0.44
H -3.2976 -1.7376 3.6463 0.39
H -2.4423 -3.9448 4.4560 0.42
H -0.6291 -5.0617 3.1471 0.41
H 0.2554 -3.9406 1.1306 0.36
C 0.1324 7.6530 -2.4632 -1.58
C 0.3380 6.1667 -2.5507 0.96
C -0.5997 5.2825 -2.0370 -0.49
C -0.3976 3.9101 -2.0983 0.78
C 0.7386 3.4086 -2.7050 -0.43
C 1.6825 4.2771 -3.2387 -0.84
C 1.4863 5.6436 -3.1455 -0.74
S 0.9851 1.6527 -2.8593 1.44
O 2.0589 1.2841 -1.9282 -0.85
O 1.2802 1.4368 -4.2510 -0.77
O -0.2824 1.0721 -2.3736 -0.87
H -0.8984 7.8919 -2.2087 0.36
H 0.3709 8.1412 -3.4077 0.38
H 0.7752 8.0912 -1.6973 0.28
H -1.5032 5.6671 -1.5769 0.02
H -1.1145 3.2246 -1.6795 0.17
H 2.5538 3.8740 -3.7323 0.45
H 2.2231 6.3188 -3.5629 0.39
C 1.9209 2.8467 2.9164 -1.47
P 1.8189 2.7263 1.1167 1.01
C 3.4041 2.1082 0.5105 -1.36
C 1.7473 4.4462 0.5812 -1.18
O 0.6299 1.9166 0.6834 -0.57
H 2.8956 3.2158 3.2261 0.39
H 1.7291 1.8720 3.3637 0.46
H 1.1533 3.5416 3.2557 0.39
H 4.1915 2.2926 1.2409 0.46
H 3.6421 2.6016 -0.4289 0.39
H 3.3260 1.0405 0.3053 0.20
H 2.5550 5.0055 1.0543 0.49
H 0.7894 4.8762 0.8701 0.30
H 1.8510 4.5081 -0.4980 0.09
```

***

A structure of composition C26H31N7O5STi in a non-equilibrium geometry. Source: the OMol25 dataset; level of theory: ωB97M-V/def2-TZVPD.

Charge: +2
Total energy, Ha: -3016.121157
Orbital gap, eV: 8.1

```
71
Properties=species:S:1:pos:R:3:mulliken_charge:R:1
Ti -0.0100 -0.7486 0.7632 -0.80
N 0.4809 -2.9453 0.9295 -0.07
C -0.3488 -3.7376 -0.0527 -1.12
C -1.4994 -2.9727 -0.5927 0.70
O -2.2694 -3.4640 -1.3785 -0.62
N -1.5706 -1.6709 -0.1194 0.66
C -2.6599 -0.7525 -0.5548 -0.84
C -2.4476 0.6204 -0.1305 0.13
O -3.0685 1.5793 -0.5006 -0.68
O -1.3667 0.6970 0.7237 -0.06
H 0.3485 -3.3856 1.8167 0.36
H 1.5050 -2.9831 0.7614 0.35
H 0.2739 -4.0495 -0.8646 0.38
H -0.6150 -4.7437 0.2947 0.42
H -2.9077 -0.7803 -1.5955 0.30
H -3.5298 -1.0324 -0.0156 0.71
O 1.8846 -0.7480 1.7802 -0.09
C 2.2960 -1.1499 3.0779 -0.62
C 2.0258 -0.1072 4.1418 -0.88
C 0.6697 0.5605 3.9232 -0.37
C -0.4739 -0.4521 3.9367 0.78
C -1.3863 -0.3784 4.9887 -0.83
C -2.5631 -1.0895 4.9843 -0.38
C -2.8296 -1.9257 3.8961 -1.19
C -1.8708 -1.9824 2.8992 0.19
N -0.7393 -1.2501 2.8963 0.81
H 2.3888 0.0271 1.4014 0.32
H 3.3678 -1.3470 2.9567 0.40
H 1.7019 -2.0399 3.2827 0.30
H 2.7815 0.6314 4.1584 0.46
H 2.1518 -0.5133 5.1935 0.39
H 0.6758 1.0916 3.0195 -0.28
H 0.4422 1.3530 4.6703 0.64
H -1.2777 0.3663 5.7670 0.44
H -3.2551 -0.9971 5.7974 0.46
H -3.8289 -2.2587 3.6944 0.44
H -1.9777 -2.6727 2.0171 0.19
N 0.4862 5.6970 0.4571 -0.42
C 0.0197 4.4449 0.1966 0.52
N -1.2732 4.2622 0.1419 -0.25
N 0.9032 3.5104 -0.0237 -0.62
C 0.9385 2.3420 0.3177 0.23
N 1.1385 1.2817 0.7073 -0.16
H -0.0401 6.5660 0.3365 0.24
H 1.4537 5.9127 0.4067 0.25
H -2.0205 4.8837 0.4443 0.26
H -1.6086 3.3617 -0.0955 0.09
O 1.0662 -0.9255 -0.8722 0.48
S 1.2928 -1.1947 -2.4073 -0.03
C 2.2828 0.1447 -2.7558 0.80
C 2.0312 0.9212 -3.8824 -0.57
C 2.9962 1.8566 -4.2511 -0.86
C 4.1495 1.9054 -3.5204 -0.41
C 4.3697 1.1401 -2.4035 -0.83
C 3.3323 0.2994 -1.9616 -0.33
C -0.2693 -0.8500 -3.2418 0.53
C -1.0406 0.3378 -2.9924 -0.42
C -2.2820 0.5101 -3.6262 -0.91
C -2.8468 -0.5954 -4.2688 -0.32
C -2.1499 -1.7894 -4.4905 -0.71
C -0.8578 -1.9044 -3.9591 -0.48
H 1.1823 0.6437 -4.4595 0.57
H 2.7825 2.4406 -5.1213 0.49
H 4.8872 2.7347 -3.7640 0.31
H 5.3402 1.1938 -1.9585 0.47
H 3.5548 -0.4786 -1.2354 0.46
H -0.6197 1.1466 -2.5140 0.88
H -2.8903 1.4065 -3.5117 0.34
H -3.8404 -0.5151 -4.6473 0.45
H -2.6298 -2.6089 -5.0349 0.42
H -0.3370 -2.8300 -3.9767 0.49
```